A molecular structure, C25H48Br2NO6RuSbSi. Source: the Open Molecules 2025 dataset; level of theory: wB97M-V/def2-TZVPD.

Last column: Mulliken spin population.
Cartesian coordinates (Å):
Ru (-1.259, -1.443, -0.982)  0.995
Br (-1.684, -4.296, -2.286)  0.018
C (-1.645, -4.765, -0.423)  -0.002
Br (-0.274, -3.675, 0.444)  -0.010
H (-1.401, -5.822, -0.314)  0.001
H (-2.611, -4.492, 0.005)  0.000
O (-5.428, -2.190, -0.164)  0.003
C (-4.350, -1.814, -0.564)  -0.007
O (-3.229, -2.388, -0.399)  0.066
C (-4.264, -0.510, -1.381)  0.001
C (-5.376, 0.305, -1.520)  0.001
C (-5.229, 1.500, -2.204)  0.000
C (-3.993, 1.810, -2.753)  -0.002
C (-2.951, 0.910, -2.607)  -0.001
N (-3.084, -0.217, -1.919)  -0.007
H (-6.312, -0.008, -1.085)  0.000
H (-6.062, 2.175, -2.313)  0.000
H (-3.838, 2.730, -3.292)  0.000
H (-1.982, 1.091, -3.061)  0.001
C (1.766, -0.786, -5.871)  -0.003
C (0.627, -1.503, -5.176)  -0.014
Sb (0.573, -1.237, -2.989)  -0.068
C (2.001, -2.838, -2.479)  -0.009
C (3.146, -3.025, -3.458)  -0.004
C (1.558, 0.701, -2.671)  0.005
C (3.042, 0.592, -2.399)  -0.002
H (1.742, -1.035, -6.931)  -0.002
H (2.739, -1.081, -5.489)  0.001
H (1.672, 0.295, -5.784)  0.000
H (0.687, -2.580, -5.324)  0.000
H (-0.327, -1.157, -5.569)  0.000
H (1.391, -3.746, -2.452)  0.001
H (2.365, -2.634, -1.469)  0.001
H (2.783, -3.228, -4.462)  0.000
H (3.740, -3.881, -3.142)  0.000
H (3.796, -2.155, -3.485)  0.000
H (1.064, 1.135, -1.799)  -0.005
H (1.363, 1.314, -3.554)  0.000
H (3.231, -0.044, -1.537)  0.001
H (3.431, 1.585, -2.182)  0.000
H (3.574, 0.202, -3.262)  0.000
C (0.686, 0.175, 4.912)  0.000
C (0.571, -0.986, 3.912)  0.001
C (1.444, -2.161, 4.364)  0.000
C (-0.893, -1.414, 3.825)  -0.001
O (1.057, -0.572, 2.653)  -0.010
Si (0.529, 0.452, 1.503)  -0.038
O (0.097, -0.325, 0.178)  0.082
O (1.761, 1.379, 0.991)  0.003
C (2.755, 2.097, 1.688)  0.000
C (3.507, 2.928, 0.636)  0.000
C (2.115, 3.042, 2.708)  0.000
C (3.714, 1.131, 2.380)  0.000
O (-0.680, 1.344, 2.161)  0.016
C (-1.846, 1.924, 1.613)  -0.009
C (-2.331, 2.977, 2.615)  -0.001
C (-1.532, 2.565, 0.259)  0.005
C (-2.905, 0.829, 1.432)  0.001
H (0.309, -0.142, 5.880)  0.000
H (0.091, 1.010, 4.553)  0.000
H (1.723, 0.488, 5.016)  0.000
H (1.131, -2.505, 5.346)  0.000
H (2.488, -1.867, 4.413)  0.000
H (1.355, -2.979, 3.653)  0.000
H (-1.197, -1.890, 4.752)  0.000
H (-1.025, -2.111, 3.002)  -0.001
H (-1.517, -0.543, 3.651)  0.000
H (2.806, 3.569, 0.106)  0.000
H (3.989, 2.265, -0.078)  0.000
H (4.258, 3.540, 1.126)  0.000
H (1.489, 3.777, 2.206)  0.000
H (2.889, 3.559, 3.267)  0.000
H (1.495, 2.474, 3.396)  0.000
H (4.213, 0.503, 1.647)  0.000
H (3.150, 0.485, 3.046)  0.000
H (4.459, 1.682, 2.946)  0.000
H (-1.573, 3.747, 2.736)  0.000
H (-2.514, 2.513, 3.582)  0.000
H (-3.251, 3.440, 2.271)  0.000
H (-0.646, 3.186, 0.345)  0.000
H (-2.365, 3.177, -0.077)  0.000
H (-1.333, 1.781, -0.474)  -0.004
H (-3.210, 0.421, 2.392)  0.001
H (-2.472, 0.011, 0.837)  -0.003
H (-3.780, 1.231, 0.930)  -0.001

As for the charge: +1. The LUMO energy (alpha / beta) is -5.2839 / -4.7799 eV. The gap between HOMO and LUMO (alpha / beta) comes out at 6.65 / 7.13 eV. The multiplicity is 2.

---

2 unconnected molecules or ions with the total composition CH3NO2S. Source: the Open Molecules 2025 dataset; level of theory: wB97M-V/def2-TZVPD.

Last column: Mulliken charge in e.
Cartesian coordinates (Å):
C (-0.853, 0.381, -0.045)  -0.555
N (0.836, -1.211, -0.433)  0.288
O (0.327, -1.645, 0.548)  -0.367
O (0.184, -0.107, -0.884)  -0.145
S (2.711, 1.075, 0.053)  -0.005
H (-0.484, 1.357, 0.445)  0.226
H (-0.961, -0.437, 0.840)  0.292
H (-1.759, 0.586, -0.524)  0.266

The LUMO energy (alpha / beta) is -2.6383 / -2.6345 eV. The gap between HOMO and LUMO (alpha / beta) comes out at 7.36 / 7.36 eV.

---

A single C4H12NO2PS2 molecule. Source: the Open Molecules 2025 dataset; level of theory: wB97M-V/def2-TZVPD.

Last column: Mulliken charge in e.
Cartesian coordinates (Å):
C (-1.397, 2.223, 1.328)  -0.697
O (-1.410, 0.806, 1.434)  -0.345
P (-1.530, -0.250, 0.217)  0.777
S (-2.022, -1.980, 0.909)  -0.405
O (-2.694, 0.459, -0.658)  -0.332
C (-3.220, -0.229, -1.773)  -0.689
S (0.496, 0.049, -0.862)  -0.174
N (1.663, -0.517, 0.193)  0.042
C (2.269, 0.365, 1.103)  -0.822
C (2.167, -1.926, 0.015)  -0.793
H (-0.435, 2.494, 0.727)  0.283
H (-1.075, 2.604, 2.249)  0.296
H (-2.311, 2.632, 1.150)  0.327
H (-4.255, 0.079, -1.957)  0.227
H (-3.225, -1.446, -1.548)  0.263
H (-2.735, -0.017, -2.693)  0.296
H (3.027, -0.138, 1.862)  0.287
H (2.959, 1.046, 0.547)  0.276
H (1.523, 0.857, 1.615)  0.299
H (1.436, -2.467, -0.681)  0.251
H (3.222, -1.927, -0.265)  0.357
H (2.078, -2.566, 0.977)  0.278

The SMILES is COP(=S)(OC)SN(C)C. The LUMO energy is 0.4433 eV. The gap between HOMO and LUMO comes out at 8.75 eV.

---

A molecular structure, C33H21FN6O6RuSSe. Source: the Open Molecules 2025 dataset; level of theory: wB97M-V/def2-TZVPD.

Last column: Mulliken spin population.
Cartesian coordinates (Å):
Ru (-1.703, -0.031, 0.670)  0.950
Se (-7.059, -5.330, -0.357)  -0.001
N (-6.326, -4.572, 1.080)  0.001
C (-5.432, -3.690, 0.689)  0.000
C (-4.645, -2.889, 1.576)  0.003
C (-4.716, -2.949, 2.962)  -0.003
C (-3.890, -2.124, 3.722)  -0.002
C (-3.029, -1.238, 3.086)  -0.005
N (-2.957, -1.140, 1.765)  0.000
C (-3.732, -1.962, 0.989)  -0.016
C (-3.575, -1.852, -0.399)  0.012
N (-2.655, -0.939, -0.849)  -0.005
C (-2.458, -0.827, -2.155)  0.006
C (-3.160, -1.571, -3.095)  -0.005
C (-4.110, -2.493, -2.668)  0.012
C (-4.330, -2.653, -1.306)  -0.007
C (-5.276, -3.569, -0.750)  0.000
N (-6.054, -4.356, -1.461)  -0.002
H (-5.410, -3.632, 3.427)  0.000
H (-3.915, -2.162, 4.799)  0.000
H (-2.372, -0.585, 3.653)  -0.001
H (-1.709, -0.109, -2.465)  0.003
H (-2.960, -1.431, -4.144)  0.000
H (-4.681, -3.081, -3.370)  0.000
C (4.611, 4.094, 0.732)  0.000
C (3.312, 4.863, 0.492)  0.000
C (3.424, 5.903, -0.619)  0.000
C (3.670, 5.239, -1.967)  0.000
C (2.675, 4.145, -2.208)  0.000
C (2.399, 3.729, -3.496)  0.000
C (1.468, 2.721, -3.724)  0.000
F (1.228, 2.334, -4.979)  0.000
C (0.777, 2.131, -2.692)  0.001
C (1.023, 2.547, -1.381)  -0.003
C (0.250, 1.961, -0.296)  -0.004
O (-0.686, 1.150, -0.602)  0.002
C (0.593, 2.390, 1.011)  0.012
C (1.577, 3.341, 1.178)  0.000
N (2.247, 3.911, 0.175)  0.000
C (1.998, 3.542, -1.127)  0.002
C (-0.097, 1.921, 2.297)  0.000
O (0.268, 2.399, 3.345)  0.022
O (-1.062, 1.094, 2.137)  0.053
H (5.425, 4.789, 0.914)  0.000
H (4.863, 3.475, -0.125)  0.000
H (4.513, 3.449, 1.601)  0.000
H (3.029, 5.371, 1.419)  0.000
H (4.237, 6.589, -0.383)  0.000
H (2.498, 6.481, -0.663)  0.000
H (4.682, 4.826, -2.008)  0.000
H (3.598, 5.979, -2.766)  0.000
H (2.897, 4.182, -4.339)  0.000
H (0.054, 1.355, -2.877)  -0.002
H (1.812, 3.651, 2.188)  0.001
O (1.220, -0.625, 2.270)  0.002
C (0.966, -1.544, 1.512)  -0.005
N (-0.110, -1.585, 0.713)  -0.019
S (-0.160, -2.894, -0.307)  0.000
O (-0.030, -2.414, -1.653)  0.002
O (-1.337, -3.660, -0.009)  0.001
C (1.353, -3.618, 0.335)  -0.001
C (2.032, -4.768, 0.002)  0.000
C (3.200, -5.053, 0.707)  0.000
C (3.657, -4.207, 1.708)  0.000
C (2.968, -3.047, 2.030)  0.000
C (1.810, -2.760, 1.324)  -0.005
H (1.679, -5.428, -0.776)  0.000
H (3.755, -5.948, 0.468)  0.000
H (4.563, -4.449, 2.243)  0.000
H (3.304, -2.373, 2.803)  0.000

As for the charge: +1. The LUMO energy (alpha / beta) is -4.2399 / -4.4068 eV. The gap between HOMO and LUMO (alpha / beta) comes out at 6.90 / 6.71 eV. The multiplicity is 2.

---

A molecular structure, CHNaO4. Source: the Open Molecules 2025 dataset; level of theory: wB97M-V/def2-TZVPD.

Last column: Mulliken charge in e.
Cartesian coordinates (Å):
O (0.605, -0.112, 0.771)  -0.550
H (0.340, 0.236, 1.629)  0.278
O (-1.190, 0.981, -0.256)  -0.261
O (-1.693, -0.395, 0.364)  -0.346
O (0.118, -0.133, -1.402)  -0.947
C (-0.449, -0.175, -0.121)  0.865
Na (2.269, -0.401, -0.987)  0.960

The LUMO energy is -1.0011 eV. The gap between HOMO and LUMO comes out at 7.03 eV.

---

A molecular structure, C8H16IrO5Se3SiTe. Source: the Open Molecules 2025 dataset; level of theory: wB97M-V/def2-TZVPD.

Last column: Mulliken spin population.
Cartesian coordinates (Å):
Ir (-1.200, -0.366, 0.778)  1.222
O (-2.626, 2.837, 3.155)  0.000
C (-2.053, 2.370, 2.054)  -0.011
O (-2.134, 1.145, 1.879)  -0.015
C (-1.521, 3.499, 1.163)  -0.003
O (-1.394, 2.969, -0.205)  0.008
C (-0.040, 2.829, -0.632)  -0.005
C (0.918, 1.841, 0.201)  0.007
O (2.107, 2.065, 0.246)  0.016
O (0.324, 0.853, 0.875)  0.098
H (-2.886, 2.093, 3.726)  0.001
H (-2.214, 4.330, 1.313)  0.000
H (-0.531, 3.729, 1.546)  0.000
H (-0.202, 2.449, -1.667)  -0.003
H (0.503, 3.740, -0.691)  0.002
Se (-3.304, -1.287, 0.212)  0.380
Se (-3.134, -3.586, 1.047)  0.615
Te (-0.984, -3.800, 2.752)  1.072
Se (-0.247, -1.415, 3.111)  0.499
C (1.668, -3.109, -2.223)  0.002
Si (1.270, -1.523, -1.146)  0.014
C (2.502, -1.295, 0.186)  -0.006
C (0.972, -0.130, -2.350)  0.010
C (-0.488, -1.887, -0.408)  0.070
H (2.665, -2.969, -2.668)  0.000
H (0.909, -3.153, -3.010)  0.000
H (1.676, -3.961, -1.552)  0.000
H (3.432, -0.821, -0.183)  0.001
H (2.839, -2.293, 0.513)  0.000
H (2.099, -0.662, 1.010)  0.004
H (0.879, -0.662, -3.341)  0.003
H (1.794, 0.574, -2.445)  -0.001
H (0.048, 0.421, -2.185)  -0.011
H (-0.420, -2.832, 0.192)  0.041
H (-1.225, -1.994, -1.250)  -0.011

As for the charge: -1. The LUMO energy (alpha / beta) is 2.3222 / 1.4539 eV. The gap between HOMO and LUMO (alpha / beta) comes out at 4.80 / 5.75 eV. The multiplicity is 5.